1.
DFT (ωB97M-V with the def2-TZVPD basis set) results for 2 unconnected molecules or ions with the total composition CH4N5O2 at a distorted geometry.

Atoms and positions in Å:
C (0.206, 0.649, 0.239)
N (-0.520, 0.960, -0.887)
N (-0.618, 0.576, 1.305)
N (-1.727, 1.050, -0.473)
N (-1.810, 0.794, 0.822)
N (1.627, 0.437, 0.376)
O (-1.184, -2.038, -0.593)
O (-0.132, -1.372, -0.538)
H (2.260, 0.986, -0.334)
H (1.683, -0.612, 0.330)
H (1.802, 0.742, 1.316)
H (-1.587, -2.172, -1.564)

Values from the calculation:
ΔE to the lowest compared entry with this formula, charge and spin (kcal/mol): 79.4
E_LUMO (spin up / spin down) (hartree): -0.3120 / -0.3121
Electronic energy (eV): -12630.667
HOMO level (spin up / spin down) (eV): -15.4 / -15.4
Charge: +1
HOMO-LUMO gap (spin up / spin down) (hartree): 0.254 / 0.254

Results of the Löwdin charge analysis, in e, for atoms 1 through 2: C -0.413; N 0.075


2.
DFT (ωB97M-V with the def2-TZVPD basis set) results for C7H7NO in the gas phase at a distorted geometry.

Atoms and positions in Å:
C (-0.491, 2.724, 0.172)
C (0.044, 1.667, -0.029)
C (0.787, 0.452, -0.022)
C (1.583, 0.188, 1.176)
C (1.182, -0.929, 1.788)
C (0.158, -1.781, 0.959)
O (-0.293, -2.891, 1.209)
N (-0.227, -0.892, 0.020)
C (-1.151, -0.896, -1.082)
H (-1.045, 3.660, 0.331)
H (1.135, 0.206, -1.016)
H (2.259, 0.932, 1.607)
H (1.449, -1.334, 2.678)
H (-0.878, -1.556, -1.958)
H (-2.090, -1.167, -0.719)
H (-1.051, 0.141, -1.509)

Values from the calculation:
ΔE to the lowest compared entry with this formula, charge and spin (kcal/mol): 65.4
E_LUMO (hartree): 0.0278
Electronic energy (eV): -10906.504
HOMO level (eV): -9.5
HOMO-LUMO gap (hartree): 0.376

Results of the Löwdin charge analysis, in e, for atoms 1 through 2: C 0.150; C -0.116


3.
DFT (ωB97M-V with the def2-TZVPD basis set) results for a molecular structure, C7H14BrN2O2V at a distorted geometry.

Atoms and positions in Å:
O (-10.182, 5.154, -16.784)
V (-9.332, 6.489, -16.446)
Br (-7.207, 5.502, -17.729)
C (-3.275, 4.173, -17.820)
O (-2.648, 3.795, -18.752)
N (-3.093, 5.388, -17.208)
C (-3.817, 5.948, -16.138)
C (-1.879, 6.216, -17.586)
H (-4.217, 3.735, -17.455)
H (-4.799, 5.479, -16.194)
H (-3.840, 7.038, -16.164)
H (-3.273, 5.598, -15.261)
H (-2.170, 7.250, -17.769)
H (-1.154, 6.227, -16.771)
H (-1.427, 5.915, -18.531)
C (-9.511, 0.945, -16.916)
C (-8.057, 1.202, -17.432)
C (-7.262, 1.768, -16.264)
C (-5.834, 1.378, -16.484)
N (-4.744, 1.078, -16.714)
H (-9.957, 1.783, -16.381)
H (-9.514, 0.211, -16.109)
H (-10.182, 0.567, -17.687)
H (-7.983, 1.898, -18.267)
H (-7.676, 0.283, -17.877)
H (-7.628, 1.482, -15.278)
H (-7.284, 2.856, -16.324)

Values from the calculation:
Multiplicity: 3
E_LUMO (spin up / spin down) (hartree): -0.4345 / -0.3942
Electronic energy (eV): -110268.616
Expectation value of S²: 2.2579
HOMO level (spin up / spin down) (eV): -16.2 / -16.2
Charge: +2
HOMO-LUMO gap (spin up / spin down) (hartree): 0.162 / 0.203

Results of the Löwdin charge analysis, in e, for atoms 1 through 2: O -0.208; V 1.165


4.
DFT (ωB97M-V with the def2-TZVPD basis set) results for 2 unconnected molecules or ions with the total composition C5H11O2.

Atoms and positions in Å:
C (-1.409, 2.230, -2.279)
C (-0.152, 1.512, -1.781)
H (-1.530, 3.191, -1.780)
H (-1.338, 2.341, -3.349)
H (-2.330, 1.681, -2.068)
H (0.196, 0.723, -2.453)
H (-0.262, 1.027, -0.816)
H (0.635, 2.237, -1.545)
C (1.006, -1.500, 2.099)
C (0.656, -0.529, 0.984)
C (0.195, -2.812, 1.920)
O (-0.694, -3.008, 2.777)
O (0.461, -3.453, 0.891)
H (2.085, -1.713, 2.166)
H (0.776, -1.128, 3.095)
H (-0.293, -0.019, 1.228)
H (0.582, -1.029, 0.026)
H (1.415, 0.249, 0.884)

Values from the calculation:
ΔE to the lowest compared entry with this formula, charge and spin (kcal/mol): 9.1
E_LUMO (hartree): 0.1230
Electronic energy (eV): -9459.636
HOMO level (eV): -3.8
Charge: -1
HOMO-LUMO gap (hartree): 0.261

Results of the Löwdin charge analysis, in e, for atoms 1 through 2: C -0.170; C -0.166